Density functional theory data (ωB97M-V with the def2-TZVPD basis set) for C3H4BrN in the gas phase.

Values from the calculation:
Relative energy (zero: lowest compared OMol25 entry of this formula, charge and spin)   17.6 kcal/mol
HOMO-LUMO gap   11.06 eV
HOMO level   -10.76 eV
Multiplicity   1
SMILES   C[C@@H](Br)C#N

Structure (XYZ):
```
9
C3H4BrN, DFT ωB97M-V with the def2-TZVPD basis set
C -1.4355 -0.1175 -0.5707
C 0.8089 0.6383 0.2895
C -0.1060 -0.4983 -0.1316
N -2.5132 0.2621 -0.6744
Br -0.2357 -1.8279 1.3255
H 1.7238 0.2526 0.5749
H 0.3660 1.2961 0.8978
H 1.2037 1.2412 -0.6271
H 0.1878 -1.2466 -1.0839
```